(1)
ORCA calculation (ωB97M-V/def2-TZVPD) on a cluster of 3 separate species, C17H35BBr2F4NO6S2 in total.

- Total charge: -1

Cartesian coordinates (Å):
C: 0.54011 0.83642 -2.00306
C: -0.33260 -0.22653 -2.61481
O: -0.60735 0.03227 -4.00014
C: -1.63583 -0.46319 -1.85177
O: -1.52273 -0.28883 -0.46944
B: -1.06585 -1.45849 0.31303
C: 0.04551 -0.83902 1.39757
C: -0.52041 -0.83162 2.81462
C: 0.32818 -0.15105 3.84971
F: -0.11162 -0.50415 5.08359
Br: 2.19255 -0.78619 3.78156
C: 0.34517 1.43136 3.79320
F: 0.13393 1.88762 5.01697
F: 1.50360 1.91890 3.41528
Br: -0.98496 2.22900 2.63764
O: -2.12732 -2.25401 0.94640
C: -2.31851 -3.36098 0.12320
C: -0.86636 -3.71274 -0.26456
F: -0.37147 -4.36013 0.93126
C: -0.65700 -4.75373 -1.35209
C: 0.12904 -4.26857 -2.57312
C: 1.18945 -5.27104 -3.06196
C: 1.37654 -5.15053 -4.55487
N: 2.17404 -6.25817 -5.11449
O: -0.33175 -2.52470 -0.46919
H: 1.11366 1.29424 -2.79849
H: 1.23869 0.39037 -1.30684
H: -0.02842 1.57466 -1.45325
H: 0.22536 -1.16001 -2.56109
H: -0.95568 -0.79445 -4.36270
H: -2.34018 0.29382 -2.21969
H: -2.05745 -1.43161 -2.13312
H: 0.27498 0.17759 1.08719
H: 0.96997 -1.39667 1.34078
H: -0.57032 -1.87229 3.11843
H: -1.54017 -0.47002 2.82723
H: -2.93779 -4.14028 0.55635
H: -2.81940 -3.02492 -0.80109
H: -0.12325 -5.58881 -0.92155
H: -1.60646 -5.16224 -1.67958
H: 0.62045 -3.31873 -2.40880
H: -0.56717 -4.10928 -3.39413
H: 0.97332 -6.28836 -2.75390
H: 2.12791 -4.97178 -2.59462
H: 1.85397 -4.19705 -4.78959
H: 0.40854 -5.12187 -5.04262
H: 2.27353 -6.10108 -6.11327
H: 3.11771 -6.18171 -4.74627
C: -0.90460 6.22999 -2.76932
S: -0.71343 4.46874 -2.44349
O: 0.63930 4.08646 -2.91418
C: -1.88288 3.91855 -3.69253
H: -0.22171 6.76869 -2.11556
H: -0.65838 6.43977 -3.81080
H: -1.93033 6.52995 -2.55254
H: -1.56773 4.27766 -4.67281
H: -2.87699 4.29521 -3.44884
H: -1.89100 2.82911 -3.68535
C: 1.88864 5.00850 5.63428
S: 0.66935 5.57665 6.82500
O: 0.87036 7.04009 7.00568
C: 1.40859 4.75926 8.24629
H: 1.63960 5.43827 4.66641
H: 2.88118 5.34015 5.94055
H: 1.85169 3.92108 5.56891
H: 2.43343 5.10751 8.37770
H: 1.38957 3.68026 8.09160
H: 0.81915 5.01272 9.12508



(2)
ORCA calculation (ωB97M-V/def2-TZVPD) on a structure of composition C34H40MgN4O3P2.

Cartesian coordinates (Å):
Mg: 0.21513 -1.03004 1.63759
C: 3.51985 2.57153 -3.08896
C: 2.31426 3.15162 -3.11419
C: 1.26012 2.95584 -4.16160
C: 1.12721 1.53010 -4.76836
C: 1.32365 0.33853 -3.88194
C: 2.50423 -0.11411 -3.43374
C: 3.77868 0.22130 -4.13881
C: 4.10076 1.72841 -4.19171
C: -0.12913 -3.09442 1.92150
H: 4.22580 2.77369 -2.27512
H: 2.08948 3.98211 -2.43962
H: 1.41134 3.64283 -5.02059
H: 0.29266 3.26778 -3.72574
H: 0.08845 1.47088 -5.13252
H: 1.79227 1.46971 -5.64450
H: 0.43860 -0.31511 -3.84581
H: 2.59188 -0.87370 -2.65914
H: 3.72262 -0.12541 -5.18531
H: 4.61794 -0.31424 -3.67705
H: 5.19371 1.82555 -4.11252
H: 3.80175 2.11061 -5.17924
H: 0.41851 -3.21594 2.86903
H: 0.26914 -3.77608 1.16582
H: -1.17228 -3.36730 2.11323
P: -0.72059 -1.42926 -0.70987
P: -0.76471 1.27362 0.67661
N: 0.24021 -2.55436 -1.67506
N: -2.27788 -2.19320 -1.05875
N: 0.99332 1.55533 0.58215
N: -1.16321 2.79134 1.39192
C: -0.78358 0.06479 -1.73785
C: -1.23729 1.37728 -1.05804
C: 1.43076 -3.11550 -1.18303
C: 1.93604 -3.99403 -2.12835
C: 1.04850 -3.97309 -3.25348
C: 0.01742 -3.08363 -2.95092
C: -2.62014 -3.45018 -0.53471
C: -3.94025 -3.72312 -0.85889
C: -4.43750 -2.60933 -1.60896
C: -3.40016 -1.68793 -1.71721
C: 1.99946 0.76067 1.16285
C: 3.22755 1.31873 0.85574
C: 2.98850 2.45818 0.05231
C: 1.61961 2.55863 -0.13496
C: -0.79999 4.11202 1.10808
C: -1.48383 4.95801 1.97161
C: -2.30228 4.13387 2.81878
C: -2.09315 2.81589 2.44909
H: -1.36805 -0.13107 -2.64770
H: 0.26842 0.22036 -2.02286
H: -0.79343 2.26332 -1.54098
H: -2.33460 1.48497 -1.10763
H: 1.77483 -2.86475 -0.18935
H: 2.83261 -4.59111 -2.01969
H: 1.15593 -4.54773 -4.16088
H: -0.85318 -2.80999 -3.52549
H: -1.90354 -4.00229 0.05538
H: -4.48000 -4.62040 -0.58770
H: -5.43357 -2.49824 -2.01070
H: -3.36576 -0.71377 -2.18327
H: 1.80549 -0.00961 1.91639
H: 4.19629 0.96888 1.18464
H: 3.73560 3.12720 -0.35015
H: 1.04222 3.25051 -0.73449
H: -0.09031 4.33886 0.33112
H: -1.40306 6.03553 1.99197
H: -2.96373 4.47335 3.59933
H: -2.50225 1.88047 2.80396
O: 0.51174 -0.91922 6.28944
C: -0.82976 -0.97042 6.34095
C: -1.40697 -1.20521 7.59584
C: -2.77590 -1.39983 7.68543
C: -3.57330 -1.41189 6.53133
C: -3.00504 -1.16113 5.27900
C: -1.64179 -0.87976 5.17760
C: -1.00439 -0.70781 3.85228
O: -1.72284 -0.72276 2.79823
O: 0.29069 -0.63014 3.74984
H: 0.74573 -0.78586 5.32332
H: -0.73579 -1.27397 8.44881
H: -3.21221 -1.56626 8.66767
H: -4.64264 -1.61222 6.61001
H: -3.59089 -1.18695 4.35861



(3)
ORCA calculation (ωB97M-V/def2-TZVPD) on a cluster of 2 separate species, CHN3O in total.

- Energy relative to the best compared isomer or geometry (same formula, charge and spin): 229.2 kcal per mole

Cartesian coordinates (Å):
C: -0.02685 1.64564 1.89757
N: -0.36418 2.46941 2.92352
N: -0.60592 2.86295 1.71993
N: -0.54920 -0.67690 1.24897
O: 0.25551 -0.92075 0.32672
H: 0.04112 -0.48335 -0.54775



Number 1: gap between HOMO and LUMO 7.875 eV, DFT total energy -205276.354 eV, HOMO level -5.663 eV. Number 2: gap between HOMO and LUMO 7.501 eV, DFT total energy -72030.495 eV, HOMO level -7.448 eV. Number 3: gap between HOMO and LUMO 7.272 eV, DFT total energy -7561.835 eV, HOMO level -8.224 eV.